Record 1
Formula: C40H47F4Si4
Source: OMol25
Level of theory: the ωB97M-V functional and the def2-TZVPD basis

Each line ends with the Löwdin charge.
Geometry (Å):
F  4.712  -0.384  -5.939  0.043
C  3.385  -0.477  -5.535  -0.194
C  2.382  -0.452  -6.523  0.084
C  1.035  -0.438  -6.079  -0.197
F  0.003  -0.266  -7.046  0.013
C  0.725  -0.546  -4.732  0.021
C  1.731  -0.721  -3.713  -0.179
C  1.401  -1.155  -2.295  -0.095
C  2.418  -2.202  -1.780  -0.209
C  1.966  -3.549  -1.724  0.025
C  2.781  -4.618  -1.257  -0.204
F  2.171  -5.852  -1.013  0.038
C  4.117  -4.422  -0.952  0.072
C  4.621  -3.116  -1.022  -0.150
F  6.033  -2.953  -0.927  0.023
C  3.770  -2.008  -1.353  0.000
C  3.060  -0.405  -4.151  0.054
H  2.609  -0.264  -7.572  0.138
H  -0.342  -0.329  -4.435  0.142
H  0.424  -1.771  -2.417  0.105
H  0.962  -3.801  -2.037  0.117
H  4.741  -5.257  -0.627  0.144
H  4.162  -1.005  -1.145  0.090
H  3.824  -0.132  -3.400  0.130
C  -1.566  -2.597  -0.971  -0.178
Si  -2.567  -1.487  0.112  0.455
C  -4.149  -1.081  -0.742  -0.151
C  -2.912  -2.643  1.517  -0.267
C  -3.175  -2.017  2.732  -0.113
C  -3.433  -2.784  3.876  -0.069
C  -3.394  -4.193  3.802  -0.074
C  -3.067  -4.804  2.595  -0.094
C  -2.864  -4.051  1.436  -0.082
C  -1.506  -0.111  0.834  -0.293
Si  -0.263  0.806  -0.352  0.904
H  1.114  -0.309  -1.523  0.061
C  -1.254  2.294  -1.133  -0.301
Si  -2.135  3.640  -0.039  0.563
C  -3.717  4.157  -0.890  -0.168
C  -2.585  3.122  1.702  -0.187
C  -1.088  5.211  0.200  -0.265
C  -1.096  5.947  1.384  -0.094
C  -0.421  7.169  1.461  -0.070
C  0.264  7.687  0.347  -0.065
C  0.240  6.943  -0.835  -0.084
C  -0.452  5.736  -0.927  -0.110
C  0.700  1.754  1.019  -0.315
Si  2.024  0.695  1.850  0.494
C  3.243  0.474  0.473  -0.184
C  2.867  1.477  3.310  -0.158
C  1.365  -1.036  2.224  -0.282
C  1.544  -2.170  1.415  -0.076
C  0.962  -3.408  1.781  -0.047
C  0.262  -3.510  3.000  -0.068
C  0.218  -2.422  3.854  -0.070
C  0.700  -1.165  3.454  -0.105
H  -1.499  -2.130  -1.963  0.030
H  -0.561  -2.858  -0.586  0.030
H  -2.208  -3.506  -1.004  0.043
H  -4.041  -0.275  -1.497  0.037
H  -4.398  -2.008  -1.234  0.034
H  -4.981  -0.800  -0.051  0.060
H  -3.219  -0.910  2.781  0.104
H  -3.660  -2.282  4.804  0.100
H  -3.578  -4.777  4.686  0.101
H  -2.975  -5.896  2.536  0.113
H  -2.702  -4.544  0.468  0.095
H  -2.231  0.590  1.298  0.033
H  -0.846  -0.530  1.640  0.034
H  -0.511  2.843  -1.749  0.025
H  -2.045  1.919  -1.818  0.031
H  -4.455  3.342  -1.003  0.040
H  -4.220  4.937  -0.289  0.052
H  -3.597  4.611  -1.893  0.048
H  -3.274  2.284  1.769  0.025
H  -1.729  2.930  2.372  0.036
H  -3.112  3.993  2.122  0.045
H  -1.644  5.606  2.261  0.093
H  -0.429  7.740  2.378  0.102
H  0.780  8.652  0.407  0.113
H  0.761  7.333  -1.704  0.105
H  -0.507  5.233  -1.890  0.096
H  1.106  2.678  0.605  0.049
H  -0.036  2.004  1.840  0.055
H  3.771  1.439  0.312  0.068
H  3.936  -0.273  0.867  0.051
H  2.842  0.149  -0.506  0.000
H  2.978  2.572  3.190  0.047
H  2.424  1.328  4.325  0.048
H  3.881  1.077  3.373  0.040
H  2.180  -2.124  0.512  0.074
H  1.085  -4.276  1.142  0.099
H  -0.233  -4.454  3.247  0.110
H  -0.187  -2.530  4.865  0.115
H  0.586  -0.293  4.092  0.100

E_HOMO: -11.404 eV
orbital gap: 5.36 eV
2S+1: 1
charge: +1



Record 2
Formula: C2H7N3O
Source: OMol25
Level of theory: the ωB97M-V functional and the def2-TZVPD basis

Each line ends with the natural charge from an NBO analysis.
Geometry (Å):
C  0.708  1.294  0.716  -0.342
N  -0.125  -0.797  0.003  -0.315
N  1.537  0.253  0.367  -0.427
N  -0.717  -1.712  -0.864  -0.614
C  -0.831  0.648  0.093  0.383
O  -1.856  0.740  0.765  -0.639
H  -0.136  -1.188  0.942  0.383
H  1.830  0.341  -0.608  0.335
H  -0.568  -2.676  -0.598  0.369
H  -0.423  -1.541  -1.816  0.365
H  0.578  1.414  1.789  0.199
H  0.803  2.239  0.181  0.206
H  -0.800  0.985  -0.970  0.097

E_HOMO (alpha / beta): -8.146 / -8.145 eV
orbital gap (alpha / beta): 7.73 / 7.73 eV
2S+1: 1



Record 3
Formula: C3H4N3O2
Source: OMol25
Level of theory: the ωB97M-V functional and the def2-TZVPD basis

Each line ends with the natural charge from an NBO analysis.
Geometry (Å):
C  0.907  0.914  0.610  0.199
C  -0.409  1.538  0.129  -0.148
C  0.312  -1.379  0.414  0.237
N  1.169  -0.286  0.709  -0.211
N  -0.318  -1.214  -0.705  -0.028
N  -1.275  1.044  -0.541  0.246
O  -2.176  0.718  -1.159  -0.194
O  -1.251  -1.966  -1.305  -0.369
H  1.730  1.635  0.909  0.261
H  -0.697  2.603  0.545  0.240
H  0.269  -2.192  1.072  0.234
H  -1.695  -1.426  -2.033  0.535

E_HOMO (alpha / beta): -13.047 / -15.178 eV
orbital gap (alpha / beta): 7.54 / 6.17 eV
2S+1: 3
charge: +1



Record 4
Formula: C4H10NO3
Source: OMol25
Level of theory: the ωB97M-V functional and the def2-TZVPD basis

Each line ends with the natural charge from an NBO analysis.
Geometry (Å):
C  2.084  -1.331  -0.084  -0.633
C  1.389  -0.041  -0.415  -0.216
C  -2.557  -0.363  0.039  0.689
C  0.425  0.600  0.283  0.407
N  -0.239  1.858  -0.335  -0.764
O  -2.572  0.719  -0.518  -0.627
O  -3.686  -1.069  0.196  -0.625
O  -0.031  0.468  1.600  -0.737
H  1.893  -1.497  0.948  0.217
H  1.844  -2.036  -0.773  0.244
H  1.626  0.552  -1.307  0.210
H  -1.676  -0.793  0.404  0.153
H  0.266  2.046  -1.305  0.453
H  -0.241  2.694  0.252  0.444
H  -1.274  1.485  -0.488  0.475
H  3.181  -1.104  -0.024  0.250
H  -4.360  -0.630  -0.417  0.517
H  0.392  -0.085  2.308  0.543

E_HOMO: -13.794 eV
orbital gap: 10.58 eV
2S+1: 1
charge: +1



Computed values of max |F| (unit: hartree/bohr) for the preceding records, in sequence: 0.125; 0.012; 0.134; 0.097.